[1]
The following is a quantum chemistry calculation of a molecular structure, C19H20Cl3GeN4Zn, from OMol25.

The net charge is +2. The total energy is -6191.534933 Eh. The orbital gap (spin up / spin down) comes out at 9.33 / 7.71 eV. As for the spin multiplicity: 2. For the relative energy (zero: lowest compared OMol25 entry of this formula, charge and spin), the calculation gives 0.0 kcal per mole.

```
48
Properties=species:S:1:pos:R:3:forces:R:3
Zn 0.03585 -0.08368 -0.35734 0.000 -0.118 0.186
N -0.95728 1.68084 -0.28177 -0.100 0.146 -0.090
H 0.98938 0.33932 3.44670 0.004 0.009 0.049
C 2.54316 -0.02463 -1.82177 -0.160 0.034 0.339
H 4.24019 0.18557 -3.09206 -0.018 0.003 0.109
H -2.84130 4.94299 0.45677 0.033 -0.073 -0.013
H -1.75136 -1.95512 -2.21741 0.037 0.019 0.019
C 1.07625 0.43900 2.36129 -0.163 -0.027 -0.153
C -1.45037 1.91496 0.95128 0.220 -0.354 -0.184
Cl 0.23209 -1.66171 -4.01451 0.077 -0.072 -0.021
H -2.08287 -3.64073 2.35997 0.003 0.030 -0.129
C 2.36824 -0.22893 1.91556 -0.015 0.042 -0.271
C 4.74452 0.21597 -0.98659 0.158 0.038 -0.038
N -0.15721 -0.09055 1.72180 -0.065 0.121 0.120
H 1.83943 -0.09242 -2.63973 -0.003 0.022 0.074
H -2.22154 0.21953 1.97398 -0.111 -0.096 -0.044
C -1.83362 -2.36948 -1.22370 0.219 0.276 0.288
Cl 0.46865 1.75294 -4.48478 0.128 0.046 -0.026
C -2.31243 4.02093 0.24366 -0.069 0.144 0.027
H -1.93401 4.49151 -1.83343 0.004 -0.082 0.115
H 1.12361 1.50606 2.13875 -0.047 0.043 -0.034
H -2.50808 3.24399 2.24615 0.045 0.000 -0.138
Ge -0.69926 0.02251 -5.00568 -0.150 -0.009 -0.111
N -1.15355 -1.73571 -0.24315 -0.140 -0.238 0.038
C -2.60478 -3.48211 -0.98007 -0.109 -0.118 -0.093
C -2.12683 3.07859 1.24289 -0.127 0.196 0.196
H -3.29293 -4.83302 0.54311 0.039 0.059 -0.018
H 4.88156 0.17846 1.15634 -0.048 0.004 -0.109
C -1.30851 0.81165 1.98938 0.244 -0.056 -0.381
H -0.72122 2.37320 -2.22584 -0.024 -0.023 0.096
C -1.13758 2.60165 -1.25264 0.163 -0.371 0.206
H 2.34414 -1.30011 2.12357 0.003 -0.072 -0.018
Cl -2.60573 0.25707 -4.04145 -0.018 0.014 0.036
C 4.22695 0.12615 0.29328 0.251 0.045 0.095
C -1.81109 3.77765 -1.02664 -0.090 0.204 -0.046
N 2.03097 -0.10423 -0.56958 0.105 0.082 -0.223
H -1.01233 -1.51842 3.04442 -0.093 -0.016 0.189
C -1.25518 -2.19633 1.02388 0.204 0.337 -0.261
C -2.69252 -3.95905 0.31823 -0.128 -0.167 0.004
C -0.46443 -1.48299 2.10625 -0.030 0.181 -0.298
H 0.46782 -2.02068 2.26641 0.056 -0.030 -0.029
H 3.13523 0.16802 2.57343 0.158 -0.011 0.079
H -1.22665 1.24452 2.98220 0.003 0.090 0.210
C -2.01718 -3.30034 1.33113 -0.136 -0.186 0.201
H -3.13108 -3.96098 -1.79805 0.061 0.054 0.111
C 2.86852 -0.03683 0.49217 -0.378 -0.083 0.002
C 3.88445 0.13122 -2.07029 0.100 -0.001 -0.079
H 5.80996 0.35376 -1.13614 -0.094 -0.036 0.018
```
Positions in Å, forces in eV/Å.

=====

[2]
The following is a quantum chemistry calculation of a molecular structure, C31H56InN6O2 at a distorted geometry, from OMol25.

The net charge is -1. The total energy is -1883.854245 Eh. The orbital gap comes out at 6.62 eV.

```
96
Properties=species:S:1:pos:R:3:forces:R:3
C 2.47920 -3.51638 0.85391 0.095 0.225 0.166
H -8.58986 2.37233 -3.50409 0.034 0.061 -0.067
H -8.28331 2.83196 -5.90896 -0.015 0.022 -0.050
H -4.06504 3.93040 -6.57335 0.057 0.041 -0.003
H -5.13958 1.95670 -5.52366 0.033 0.085 0.012
H 5.59652 5.43952 5.27684 -0.049 -0.080 0.020
C 6.78899 5.88680 3.54499 -0.043 0.024 0.018
C 3.80464 -4.00390 1.25346 0.021 -0.120 -0.127
H 7.74434 5.57474 3.97271 0.010 0.000 -0.012
N -1.68173 2.08810 -5.77408 -0.034 0.013 -0.179
C 5.67013 -0.13267 3.63567 0.042 -0.058 0.118
C 5.62500 5.16890 4.21979 0.136 0.186 -0.040
H -10.14052 0.39748 -3.66677 -0.008 -0.013 -0.002
H -3.41343 4.74014 -1.61938 -0.048 0.313 -0.020
C 1.82501 -2.71121 1.98098 -0.182 -0.024 0.245
In -1.65120 0.96618 0.98489 0.086 0.209 -0.302
H 5.92960 -8.28794 -1.21170 -0.001 -0.012 -0.008
C 1.62149 -3.53237 3.24843 0.125 0.030 0.062
H 0.85741 -2.33664 1.63947 0.052 0.130 -0.107
H 2.57438 -3.87562 3.66325 -0.013 -0.061 -0.029
H 5.23551 0.85100 3.46736 -0.080 -0.066 -0.005
H 0.25459 2.94401 1.27390 0.124 0.151 -0.313
C 5.70369 3.21740 2.70809 -0.016 -0.059 -0.088
O -0.89466 -0.99826 1.02049 -0.035 0.308 0.262
H 6.04600 -1.52687 5.22579 -0.074 -0.026 0.078
H 2.59440 -2.89514 -0.03465 0.033 -0.004 -0.028
C -2.61239 2.46281 -6.33405 0.072 0.093 0.229
H 6.08824 0.15594 5.72770 -0.015 -0.031 0.052
C 4.88253 -8.39424 -0.92897 0.010 -0.003 0.017
H 1.12708 -2.93011 4.01187 -0.059 -0.009 -0.027
H 2.43908 -1.83725 2.21343 -0.003 0.035 -0.103
N 1.99662 -6.81662 0.75866 0.008 -0.182 0.020
C -8.45996 0.85453 -6.54421 -0.117 0.024 -0.167
H 4.68610 5.50624 3.77879 -0.044 -0.064 0.029
H -1.99110 3.02489 3.21544 -0.362 0.146 0.070
C -3.45138 3.65787 -1.49452 0.237 0.557 -0.170
H -5.65935 -0.05704 -6.88130 -0.020 -0.021 -0.053
N 2.93998 1.66478 5.39944 0.084 0.172 0.050
C -3.85598 2.92916 -6.95006 -0.060 -0.105 0.089
H -5.93137 2.38360 -7.03443 0.043 0.085 -0.014
H -9.86554 2.10108 -5.63682 -0.029 -0.013 -0.031
H -3.71377 2.99650 -8.02953 0.007 -0.013 -0.026
H 5.16704 -0.84148 2.97619 -0.001 -0.004 -0.006
H 2.82320 -9.81474 0.34266 -0.036 -0.006 -0.013
N 4.83889 -4.38076 1.58820 -0.085 0.030 -0.010
H 4.40437 -7.42545 -1.07612 -0.031 -0.009 0.021
C 4.10742 -0.66968 5.57750 0.099 0.231 -0.019
C -2.07023 3.18779 -1.11674 0.078 -0.752 0.112
C -4.80156 0.56394 -7.12777 0.053 -0.018 0.027
H 5.30458 -9.79812 0.64377 -0.061 -0.028 0.066
H -4.17165 3.47701 -0.71042 -0.260 -0.418 0.312
C -0.28472 2.37527 2.01999 -0.473 -0.248 0.268
H -1.07069 -1.37799 0.16067 -0.086 -0.139 -0.230
H 3.27580 -9.40486 1.99733 -0.054 -0.018 0.020
H 6.71791 -0.08244 3.33861 -0.011 -0.008 -0.048
C 3.44413 0.63766 5.48401 -0.119 -0.331 0.007
H -1.10132 1.32761 -1.78231 0.236 -0.153 -0.336
H -8.80190 -0.58882 -4.26941 -0.018 0.012 -0.038
H 0.46491 1.78900 2.53540 0.252 -0.279 0.081
H -7.28181 1.39492 -4.14144 0.012 0.077 -0.021
N -8.20541 0.01124 -7.28238 -0.052 0.102 0.096
C 4.76546 -8.85679 0.51862 0.156 0.039 -0.161
H 3.55264 -1.39343 4.97877 -0.051 0.027 -0.033
H -8.74462 0.06410 -2.63837 -0.008 0.012 0.006
C -0.96327 3.31592 3.03660 0.143 -0.481 -0.177
H 6.63614 3.28093 4.57343 0.024 -0.029 -0.010
H -0.46667 3.28632 3.99846 0.215 0.005 0.336
C -5.00907 1.98068 -6.60801 -0.142 -0.227 0.002
C -9.05462 0.27991 -3.66009 0.019 0.019 0.004
H 4.87212 3.17507 4.61692 -0.007 -0.057 -0.014
H -1.88394 3.55961 -0.11405 0.154 0.392 0.230
O -3.94309 3.10129 -2.69838 -0.612 0.007 -0.560
H -3.24912 2.60476 -3.13510 0.327 -0.154 0.136
C 5.71687 3.64402 4.10986 -0.136 0.136 -0.071
H 6.69893 6.96597 3.67289 0.020 -0.001 0.014
H 4.41934 -9.11172 -1.60987 -0.004 0.005 -0.011
H 5.24312 -8.12391 1.17081 -0.047 -0.005 0.049
H -4.68624 0.56015 -8.21375 -0.002 -0.020 -0.010
N 5.68265 2.89870 1.60438 0.079 0.084 0.106
H 1.00151 -4.40954 3.05488 -0.002 -0.006 0.004
C 3.31323 -9.06332 0.96311 0.165 0.147 0.029
C -1.90825 1.65139 -1.14788 -0.362 0.266 1.097
H 1.86672 -4.37582 0.58947 0.023 -0.082 0.002
H -3.91884 0.09713 -6.68821 0.050 0.087 -0.001
C -8.36301 1.53876 -4.17014 -0.040 -0.145 0.159
C 5.55629 -0.55996 5.09576 0.185 -0.009 -0.224
H -1.34656 3.66414 -1.76779 0.268 0.205 -0.236
C -4.87808 1.04896 2.22463 0.593 0.165 -0.681
H -0.93704 4.34590 2.71246 -0.162 0.409 -0.186
C 2.55869 -7.81246 0.86220 -0.128 0.056 -0.019
H 4.07287 -0.99509 6.61708 -0.067 -0.024 0.020
H -5.91891 1.13558 2.22162 -0.908 -0.025 0.448
C -3.72924 1.04563 1.83195 0.757 -0.207 0.098
C -8.79074 1.92046 -5.59264 0.198 -0.135 0.138
H 6.81330 5.68442 2.47360 0.007 -0.053 0.004
H -2.84788 1.22135 -1.46573 -0.151 -0.394 -0.346
```
Positions in Å, forces in eV/Å.

=====

[3]
The following is a quantum chemistry calculation of a molecular structure, C24H28FIN2O3PdSi, from OMol25.

The net charge is -2. The total energy is -2081.588866 Eh. The orbital gap comes out at 3.80 eV. For the relative energy (zero: lowest compared OMol25 entry of this formula, charge and spin), the calculation gives 14.9 kcal per mole.

```
61
Properties=species:S:1:pos:R:3:forces:R:3
H -3.92422 5.03144 1.41423 0.002 0.001 -0.001
C 2.81163 -4.90906 -1.55308 0.013 -0.008 0.011
N 1.15637 1.21636 1.53473 0.115 -0.126 -0.404
C 2.76649 -0.36082 -0.33781 -0.002 0.019 0.019
C 0.45274 3.39809 2.27958 0.033 -0.021 0.008
C -3.36449 1.44040 -2.88478 -0.064 0.038 -0.006
H 3.94566 -1.44648 2.28609 0.001 0.007 -0.006
H -2.78569 -0.20603 -1.60767 0.004 0.022 0.022
H -3.54712 -0.67908 -3.13951 -0.035 -0.014 0.012
O -0.29142 -2.27134 -2.32724 -0.126 0.109 -0.106
H -0.20279 5.28777 2.94660 0.002 -0.001 0.003
C -2.44468 2.00144 1.35170 -0.009 0.021 0.008
H -1.14179 -0.88556 -2.93131 0.188 -0.168 -0.022
C 0.80840 -4.30345 -2.76416 -0.018 0.026 0.019
C 2.87563 -6.08405 -2.28555 -0.001 0.008 0.000
O -1.57467 -0.07247 -3.27878 -0.176 0.152 0.046
H 2.97505 -0.79332 3.60851 0.011 -0.007 -0.001
H -3.09209 3.24293 2.96939 0.001 -0.006 0.000
C -2.70423 2.77247 -0.80220 -0.001 0.020 -0.021
H -3.64923 4.68006 -1.03888 0.006 0.001 -0.001
C -3.31435 3.93127 -0.33069 -0.008 -0.005 0.001
H 0.00404 -1.68706 0.73709 0.002 -0.007 0.003
H 3.32310 -1.29430 -0.47777 0.001 -0.005 0.030
H 3.45897 0.47662 -0.46341 -0.007 -0.004 -0.014
O -1.17957 -3.65634 -3.87900 0.042 0.037 0.033
H 2.00800 -0.29411 -1.12537 0.007 -0.007 -0.008
H 4.01900 0.28130 2.67082 -0.009 0.004 0.005
H 1.23248 2.53913 5.92320 -0.002 0.003 0.000
C -3.02476 3.13554 1.89487 0.014 -0.005 0.007
H 0.13371 -5.68413 -4.22373 0.003 -0.001 0.000
Si 1.93941 -0.26746 1.35314 0.001 -0.053 0.010
H -1.44169 2.28182 -2.43103 -0.010 -0.008 -0.009
C 1.24360 1.85968 3.90189 -0.027 -0.014 -0.024
H -3.42116 1.61063 -3.96545 0.001 -0.005 0.006
H 1.63718 0.88826 4.17459 -0.003 0.000 0.001
F 0.18818 3.75901 0.99829 -0.008 0.013 -0.004
H 1.30726 -2.70267 1.38170 0.030 0.010 0.008
Pd -0.29441 0.81309 -0.26604 0.041 0.330 0.454
C -0.34404 -3.30990 -3.02570 0.047 -0.205 0.009
I 4.44373 -7.43983 -1.92525 -0.007 0.006 -0.002
H 3.55753 -4.68553 -0.80139 -0.003 0.003 -0.001
C 0.78168 -1.74926 1.50562 0.013 0.006 0.046
H -2.68453 3.48891 -2.79389 0.016 0.005 -0.003
C 1.00635 2.79843 4.89284 0.004 0.008 0.016
C 0.89813 -5.48916 -3.48181 -0.011 0.005 0.000
C 0.20630 4.33137 3.25434 0.005 -0.002 -0.005
C 1.93048 -6.38949 -3.25233 0.001 -0.008 -0.001
H -2.06662 1.20787 1.98466 -0.012 -0.004 0.003
H -4.38582 1.50992 -2.49300 -0.015 0.012 -0.001
H 1.68197 -3.09137 -1.25568 0.010 -0.006 0.008
H 1.99835 -7.31232 -3.81412 -0.001 0.002 0.000
C -3.47100 4.12360 1.03279 -0.010 0.010 -0.005
C -2.49074 2.54701 -2.27305 0.037 -0.060 0.010
H 0.28426 4.78258 5.36866 0.000 -0.001 0.001
N -2.26704 1.82028 0.03734 -0.027 -0.152 -0.122
C 3.35150 -0.58305 2.60374 -0.012 -0.008 -0.007
H 0.29590 -1.75235 2.48691 -0.015 -0.009 -0.013
C 0.47915 4.04952 4.59574 0.001 -0.003 0.001
C 0.97607 2.08928 2.51814 -0.125 0.007 0.050
C -2.84150 0.02652 -2.67588 0.103 0.031 -0.050
C 1.77138 -4.02262 -1.80164 -0.012 0.012 -0.015
```
Positions in Å, forces in eV/Å.

=====

Among the records above, which one has the lowest net charge? C24H28FIN2O3PdSi

=====

Among the records above, which one has the highest net charge? C19H20Cl3GeN4Zn

=====

The highest net charge belongs to which entry? C19H20Cl3GeN4Zn

=====

What is the formula in the first record? C19H20Cl3GeN4Zn